(1)
Computed, not measured: a structure of composition C24H23HgI2N5O3, with wB97M-V/def2-TZVPD.

For the total energy, the calculation gives -2176.36089 Ha. The HOMO energy (spin up / spin down) comes out at -1.8962 / -2.9389 eV. Its net charge is -1. As for the multiplicity: 2.

The geometry in XYZ format:
```
58
Properties=species:S:1:pos:R:3:forces:R:3:nbo_charge:R:1
Hg -1.086474 -0.701307 -0.909178 -4.6 -6.5 -6.0 1.676
C -0.949574 -3.955307 1.995322 -0.7 -0.1 1.1 -0.276
C -1.578674 -3.353307 3.077822 0.3 -0.2 -0.4 -0.172
C -2.030574 -2.037907 2.967322 0.1 0.2 -0.1 -0.274
C -1.840574 -1.352207 1.768022 0.3 -1.2 -0.1 0.169
N -1.220074 -1.945007 0.699722 -4.0 -5.0 6.0 -0.569
C -0.794674 -3.216407 0.836922 -1.0 0.3 -1.1 0.134
C -2.273974 0.040593 1.530322 0.1 0.7 -0.4 0.191
C -2.920974 0.887593 2.414322 -0.1 -0.6 0.5 -0.308
C -3.245074 2.178393 1.985822 0.2 0.8 -1.3 -0.205
C -2.917774 2.593693 0.690222 -0.9 0.5 1.8 -0.252
C -2.269874 1.703693 -0.152978 0.8 0.8 -2.5 0.149
N -1.974274 0.470693 0.294022 -3.0 4.8 6.4 -0.674
C -1.839774 1.949493 -1.553778 -0.8 -0.4 1.8 0.064
C -2.042574 3.156993 -2.223778 0.2 0.9 -1.6 -0.240
C -1.602174 3.292393 -3.541378 -0.8 0.7 1.5 -0.202
C -0.969574 2.225593 -4.165878 0.5 -0.8 -0.4 -0.345
C -0.799974 1.057693 -3.446478 -1.3 0.5 0.0 0.060
N -1.214274 0.897593 -2.173978 -2.1 5.7 -4.5 -0.664
H -0.588074 -4.975607 2.051422 0.0 0.1 -0.1 0.213
H -1.717774 -3.903507 4.004022 0.0 0.1 -0.1 0.203
H -2.520274 -1.574807 3.815122 0.0 0.1 -0.1 0.207
H -0.310774 -3.634807 -0.040378 -1.3 -0.4 0.0 0.246
H -3.179074 0.577093 3.418922 0.1 -0.1 -0.1 0.206
H -3.753074 2.861793 2.661322 0.1 -0.1 -0.1 0.202
H -3.175874 3.596593 0.374122 0.0 0.0 0.0 0.203
H -2.534674 3.995993 -1.747278 0.0 -0.1 0.1 0.202
H -1.753274 4.226393 -4.075078 0.0 0.0 0.1 0.199
H -0.616774 2.300893 -5.187878 0.0 -0.1 0.0 0.204
H -0.312574 0.190893 -3.882278 -0.5 0.3 -0.2 0.215
O 1.160926 -2.804407 0.725922 2.4 2.7 0.4 -0.689
C 1.174626 -1.548007 0.925022 1.1 -0.6 -0.4 0.771
O 0.398426 -0.701307 0.378222 8.3 0.4 4.7 -0.831
C 2.206826 -1.012607 1.899622 0.3 0.3 0.6 -0.070
C 3.103926 -1.877107 2.548622 -0.1 0.1 0.0 -0.187
C 4.054926 -1.385307 3.446422 -0.3 0.1 -0.3 -0.234
C 4.123626 -0.018407 3.709622 -0.1 0.0 -0.1 -0.219
C 3.242426 0.855793 3.075822 -0.1 -0.3 -0.2 -0.234
C 2.292326 0.361593 2.178422 0.1 -0.2 0.0 -0.192
H 3.049726 -2.945107 2.342622 -0.1 0.3 0.0 0.232
H 4.736826 -2.073907 3.935022 0.0 0.1 0.0 0.204
H 4.861926 0.364493 4.406722 0.0 0.0 0.0 0.202
H 3.288226 1.921893 3.274322 0.0 -0.1 0.0 0.204
H 1.603526 1.044093 1.682922 0.1 -0.2 0.1 0.224
C 3.220726 1.268393 -3.273178 -0.4 0.0 0.3 -0.416
N 2.212726 0.252693 -3.105878 0.1 -1.0 -0.9 -0.627
C 1.185426 0.232393 -2.229378 1.6 0.7 1.0 0.833
N 1.069026 1.283293 -1.397478 1.2 0.5 0.4 -0.836
O 0.394126 -0.701307 -2.192778 6.3 -1.8 -3.7 -0.749
H 3.897826 0.961693 -4.073678 -0.1 0.1 0.2 0.216
H 3.776526 1.383993 -2.339078 0.2 0.1 -0.1 0.193
H 2.740526 2.215193 -3.533978 0.2 0.1 -0.1 0.196
H 2.242326 -0.565907 -3.700978 0.0 0.2 0.2 0.411
H 1.700026 2.065493 -1.400378 0.0 -0.2 0.0 0.398
H 0.301726 1.270993 -0.740778 0.6 0.3 0.0 0.430
I -2.115174 -2.482507 -2.690378 -0.3 0.7 1.0 -0.178
I -3.117174 -4.218707 -4.426678 -1.0 -2.3 -2.3 -0.455
H -2.773774 -0.701307 -0.909178 -1.5 -1.0 -0.9 -0.158
```
Positions in Å, forces in eV/Å.

=====

(2)
Computed, not measured: a structure of composition C24H23KN6O7S, with wB97M-V/def2-TZVPD.

For the total energy, the calculation gives -2781.85321 Ha. The HOMO energy comes out at -1.9545 eV. Its net charge is -2.

The geometry in XYZ format:
```
62
Properties=species:S:1:pos:R:3:forces:R:3:nbo_charge:R:1
K -0.469455 -1.475807 -0.499373 -0.2 -0.3 0.4 0.947
C -1.335154 4.214638 -3.065159 0.0 0.0 0.1 -0.662
C -0.879630 4.197815 -1.653492 -0.1 -0.4 0.0 0.380
N -0.227522 5.137330 -1.045579 0.1 0.0 0.3 -0.324
N -0.006906 4.599376 0.201516 0.1 0.3 0.1 -0.411
C -0.507642 3.358656 0.384581 0.1 0.1 -0.1 0.210
S -0.445262 2.409406 1.748854 0.0 0.1 -0.1 -0.286
N -1.069301 3.110233 -0.835067 -0.4 0.1 -0.1 -0.229
N -1.756751 1.978314 -1.246917 0.1 0.2 -0.3 -0.694
H -1.422678 5.242833 -3.409746 0.0 0.0 0.0 0.217
H -2.286815 3.691391 -3.136727 0.0 0.0 0.0 0.252
H -0.623664 3.681282 -3.698479 0.0 0.0 0.1 0.244
H 0.442793 5.127510 0.923605 0.0 0.1 0.0 0.407
H -2.310688 1.583765 -0.484798 0.2 -0.1 0.0 0.413
H -1.066229 1.315224 -1.629883 -0.3 -0.3 0.1 0.438
O 0.612125 -1.180399 -4.154616 -0.1 0.1 0.1 -0.734
C 0.340704 -0.355820 -3.265225 0.0 0.1 -0.1 0.739
O -0.653802 -0.305109 -2.498887 0.3 0.6 -1.5 -0.786
C 1.389171 0.765766 -3.066477 0.0 0.1 0.1 0.130
C 2.565056 0.754722 -3.815819 0.1 0.0 0.0 -0.232
C 3.499832 1.754432 -3.619851 -0.1 0.0 0.0 -0.195
C 3.240108 2.745091 -2.679213 0.0 0.0 0.0 -0.286
C 2.044972 2.681141 -1.983641 -0.1 -0.1 0.0 0.028
N 1.134918 1.722060 -2.171238 0.2 0.0 -0.1 -0.441
H 2.705652 -0.057554 -4.515105 0.0 0.0 0.0 0.242
H 4.424087 1.765447 -4.186890 0.0 0.0 0.0 0.194
H 3.943648 3.546151 -2.489761 0.0 0.0 0.0 0.200
H 1.802536 3.429925 -1.232467 0.0 -0.1 -0.1 0.187
O -3.997003 -2.472192 1.727348 0.0 0.0 -0.2 -0.744
C -3.704173 -1.755229 0.751379 0.2 -0.1 0.0 0.738
O -2.780759 -1.852811 -0.086822 -1.0 -0.2 0.5 -0.780
C -4.657988 -0.575042 0.526902 -0.1 0.1 -0.1 0.149
C -6.037280 -0.779070 0.653997 0.1 0.1 0.1 -0.239
C -6.901327 0.265786 0.398118 0.0 0.0 0.0 -0.198
C -6.373180 1.507439 0.052723 0.0 -0.1 0.0 -0.300
C -4.996816 1.624612 -0.024388 0.0 -0.1 0.0 0.031
N -4.153791 0.612691 0.189589 -0.1 0.1 -0.1 -0.426
H -6.379885 -1.757230 0.965142 0.0 0.0 0.0 0.228
H -7.973729 0.126694 0.471840 0.0 0.0 0.0 0.191
H -7.010427 2.358527 -0.154411 0.0 0.0 0.0 0.196
H -4.539701 2.575899 -0.286030 0.0 0.0 0.0 0.179
C 1.326570 -5.215250 5.385498 0.1 0.1 0.0 -0.249
O 2.590919 -4.874601 4.856821 -0.1 -0.2 0.1 -0.518
C 2.595197 -4.095033 3.724517 0.0 0.2 -0.1 0.309
C 3.864513 -3.933674 3.126318 0.0 0.0 0.0 -0.399
C 3.948417 -3.146501 2.000499 0.0 0.0 0.0 -0.127
C 2.832905 -2.542305 1.404688 -0.1 0.1 -0.1 -0.354
C 2.943150 -1.722396 0.195206 0.1 -0.1 0.2 0.582
C 4.199963 -0.890570 -0.028774 0.1 0.0 -0.1 -0.708
O 2.038241 -1.599746 -0.616649 0.5 0.0 -0.2 -0.618
C 1.518202 -2.700498 2.007869 0.0 0.1 0.0 0.467
O 0.489744 -2.153233 1.555207 0.5 -0.4 1.0 -0.733
C 1.473803 -3.497047 3.217603 0.1 0.0 -0.1 -0.399
H 1.505123 -5.961743 6.157936 0.0 0.0 0.0 0.171
H 0.670320 -5.632805 4.619946 0.0 0.0 -0.1 0.183
H 0.827658 -4.351053 5.832141 0.0 0.0 0.0 0.173
H 4.727284 -4.427847 3.554178 0.0 0.0 0.0 0.197
H 4.922055 -3.027375 1.535279 0.0 0.0 0.0 0.184
H 5.049503 -1.199952 0.578479 0.0 0.0 0.0 0.197
H 3.938848 0.136578 0.244268 0.0 -0.1 0.0 0.234
H 4.460059 -0.895172 -1.089389 0.0 0.0 0.1 0.218
H 0.499477 -3.587671 3.678825 0.0 0.0 0.0 0.212
```
Positions in Å, forces in eV/Å.

=====

(3)
Computed, not measured: a structure of composition C24H23N5O2S2W, with wB97M-V/def2-TZVPD.

For the total energy, the calculation gives -2215.86813 Ha. The HOMO energy (spin up / spin down) comes out at -10.2641 / -10.4428 eV. Its net charge is +1. As for the multiplicity: 4.

The geometry in XYZ format:
```
57
Properties=species:S:1:pos:R:3:forces:R:3:nbo_charge:R:1
W 0.118046 -0.562217 0.150095 0.5 0.9 0.4 1.329
C 0.362916 -3.764307 -1.772351 0.2 0.2 0.0 -0.681
C -0.285493 -2.481611 -1.369177 -0.7 -1.0 0.3 0.232
N -0.850804 -2.368248 -0.162175 0.4 0.0 -0.8 -0.310
N -0.875461 -3.466785 0.614253 -0.4 -0.7 0.0 -0.386
C -0.224573 -3.372223 1.731102 0.4 0.8 0.1 0.311
N -0.283736 -4.334360 2.660711 0.0 -0.1 -0.1 -0.775
S 0.809739 -1.990573 2.088341 -0.2 0.4 -0.5 -0.107
C -0.618657 -1.462567 -2.383968 0.1 0.7 -0.2 0.161
C -0.631428 -1.680609 -3.749645 0.0 -0.3 0.2 -0.215
C -0.897423 -0.612431 -4.594563 -0.1 0.2 0.1 -0.111
C -1.163561 0.632765 -4.049340 0.0 -0.2 -0.1 -0.224
C -1.112048 0.789227 -2.674048 -0.1 0.3 0.1 0.095
N -0.830812 -0.229243 -1.863535 0.3 -0.5 0.1 -0.491
H 0.928091 -4.178050 -0.939985 0.0 0.0 0.0 0.261
H 1.032583 -3.614692 -2.616458 0.0 0.0 0.0 0.237
H -0.407714 -4.491656 -2.039369 0.0 0.0 0.0 0.267
H -0.766574 -5.195231 2.461878 0.0 0.0 0.0 0.419
H 0.338270 -4.285304 3.447537 0.0 -0.1 0.0 0.419
H -0.436469 -2.666230 -4.147141 0.0 0.0 0.0 0.244
H -0.885787 -0.752841 -5.666730 -0.1 0.0 0.0 0.244
H -1.392645 1.480657 -4.677771 0.0 0.0 0.0 0.251
H -1.289845 1.754835 -2.216353 0.1 0.0 0.1 0.260
S 3.507373 -0.561737 -0.854580 -0.7 0.1 0.2 0.417
C 2.033599 -0.461245 -0.420781 0.2 -0.3 0.0 -0.403
C 3.217500 0.255660 5.892174 -0.1 0.0 0.0 -0.636
C 1.735651 0.172535 5.651707 -0.1 0.0 0.1 -0.011
C 0.901119 -0.295316 6.659209 0.0 0.0 0.0 -0.199
C -0.468530 -0.369755 6.474290 -0.1 0.0 0.0 -0.201
C -1.017220 -0.000352 5.260482 0.0 0.1 0.0 -0.236
C -0.192693 0.431746 4.226439 0.0 -0.1 0.1 0.118
N -0.769364 0.797359 2.975636 -0.2 -0.2 0.0 -0.595
C -1.731730 0.128015 2.251001 -0.1 0.6 0.3 0.195
C -2.373520 -1.036072 2.721498 0.0 -0.1 -0.1 -0.225
C -3.514988 -1.498402 2.106476 0.1 0.0 0.1 -0.160
C -4.077264 -0.830250 1.016240 -0.1 0.1 -0.2 -0.246
C -3.413292 0.243580 0.470969 -0.1 -0.2 0.0 -0.129
C -2.202519 0.684281 1.018673 0.6 -0.1 0.2 -0.297
C -1.388870 1.741439 0.318859 -0.5 0.0 0.3 0.772
O -1.859605 2.660869 -0.298755 0.1 0.0 0.0 -0.572
O -0.084656 1.462132 0.380769 0.3 -0.3 -0.2 -0.749
C 1.190906 0.555843 4.419680 -0.1 -0.1 -0.1 0.043
C 2.125229 1.054592 3.349839 -0.1 -0.1 0.0 -0.663
H 3.462960 -0.119320 6.883427 0.0 0.0 0.0 0.226
H 3.568140 1.287794 5.826823 0.0 0.0 0.0 0.224
H 3.773390 -0.327590 5.155027 0.0 0.0 0.0 0.218
H 1.332679 -0.587825 7.608485 0.0 0.0 0.0 0.216
H -1.114404 -0.701237 7.276475 0.0 0.0 0.0 0.223
H -2.089146 -0.020729 5.116900 0.0 0.0 0.0 0.221
H -0.493784 1.694576 2.619040 0.1 0.0 -0.1 0.415
H -1.979151 -1.534285 3.594622 -0.1 0.0 0.0 0.236
H -4.004506 -2.376213 2.507880 0.0 0.0 0.0 0.229
H -5.015187 -1.163900 0.594987 0.0 0.0 0.0 0.231
H -3.801480 0.761764 -0.396702 0.0 0.0 0.0 0.240
H 1.614199 1.407073 2.457666 0.0 0.0 -0.1 0.214
H 2.807904 0.251917 3.055250 0.0 0.0 -0.1 0.221
H 2.740657 1.870094 3.732065 0.0 0.0 -0.1 0.235
```
Positions in Å, forces in eV/Å.

=====

Table of energy relative to the best compared isomer or geometry (same formula, charge and spin) (kcal per mole), in record order: 0.00 19.49 52.95